Record 1
Below is a molecular structure, C20H19Cl5NO7PdS, with properties calculated with ωB97M-V with the def2-TZVPD basis set.

Calculated values
* molecular weight: 701.12 g/mol
* charge: -1
* energy relative to the best compared isomer or geometry (same formula, charge and spin): 16.31 kcal per mole

Positions of all 54 atoms, in Å:
Pd 1.74041 -1.81513 0.91659
Cl 1.00759 -5.00658 -0.73015
C 2.45494 -4.11509 -1.04671
C 2.76795 -2.91200 -0.39647
C 4.04822 -2.41168 -0.66140
Cl 4.55555 -1.01928 0.22076
C 4.93650 -2.97532 -1.56795
Cl 6.48377 -2.26786 -1.84514
C 4.56240 -4.12367 -2.25121
Cl 5.63130 -4.83597 -3.40074
C 3.33029 -4.69821 -1.97593
Cl 2.89918 -6.15572 -2.79600
C -0.55547 1.27858 2.31936
C 0.71357 0.56424 2.77185
C 0.96992 0.76352 4.25401
O 0.58287 -0.85541 2.53086
C 1.88994 1.11034 1.91709
O 2.37232 2.19047 2.24645
O 2.20368 0.40290 0.90485
H -1.42881 0.87771 2.84011
H -0.70853 1.15270 1.24678
H -0.46300 2.34196 2.53959
H 0.06774 0.54540 4.83052
H 1.28458 1.79018 4.43024
H 1.76380 0.09334 4.58604
H -0.33207 -1.08172 2.25911
C -3.29656 4.16694 1.45044
C -3.02434 3.29139 0.25752
C -2.44973 3.81746 -0.89655
C -2.14981 3.00491 -1.97789
C -2.44120 1.64998 -1.90952
C -3.02661 1.10504 -0.77439
C -3.30996 1.93001 0.30170
S -1.95138 0.58657 -3.23214
O -2.82960 -0.54539 -3.20322
O -1.78501 1.37499 -4.42112
N -0.45669 0.09474 -2.79997
C -0.26221 -0.38532 -1.42483
C -0.73991 -1.81742 -1.20591
C -0.83883 -2.06333 0.28992
O -1.71144 -1.47514 0.93297
O 0.01863 -2.86361 0.85155
H -3.35999 5.21673 1.16549
H -2.49480 4.06903 2.18576
H -4.22823 3.88569 1.94160
H -2.22527 4.87654 -0.94510
H -1.69745 3.40990 -2.87307
H -3.22958 0.04396 -0.72475
H -3.74545 1.50214 1.19691
H 0.21632 0.79187 -3.09116
H -0.77178 0.27530 -0.71758
H 0.80502 -0.30876 -1.21051
H -0.05782 -2.52135 -1.67823
H -1.73493 -1.95055 -1.63046

Atoms 1-2, force components in eV/Å:
-0.39 0.18 0.21
-0.03 0.08 0.06

Partial charges, Mulliken, in e:
1. Pd 0.043
2. Cl -0.154
3. C 0.702
4. C -0.982
5. C 1.360
6. Cl -0.177
7. C -0.258
8. Cl -0.193
9. C 0.483
10. Cl -0.202
11. C -0.132
12. Cl -0.198
13. C -1.694
14. C 2.420
15. C -1.927
16. O -0.733
17. C 0.021
18. O -0.763
19. O -0.533
20. H 0.522
21. H -0.152
22. H 0.526
23. H 0.406
24. H 0.362
25. H 0.408
26. H 0.389
27. C -1.392
28. C 1.089
29. C -0.722
30. C -0.747
31. C 0.156
32. C -0.197
33. C -0.552
34. S 1.293
35. O -0.687
36. O -0.761
37. N -0.272
38. C 0.366
39. C -0.444
40. C 0.849
41. O -0.647
42. O -0.947
43. H 0.405
44. H 0.245
45. H 0.357
46. H 0.346
47. H 0.450
48. H 0.334
49. H 0.298
50. H 0.387
51. H -0.804
52. H 0.391
53. H 0.215
54. H 0.444

***

Record 2
Below is a single C20H19ClN2O5 molecule, with properties calculated with ωB97M-V with the def2-TZVPD basis set.

Calculated values
* molecular weight: 402.83 g/mol
* charge: 0
* energy relative to the best compared isomer or geometry (same formula, charge and spin): 6.83 kcal per mole

Positions of all 47 atoms, in Å:
O -0.96569 3.14816 -0.32725
C -0.28849 2.19551 -0.64369
C 0.70328 2.21984 -1.81460
N 2.06236 2.22493 -1.31327
C 2.68363 1.09011 -0.93119
O 2.21718 -0.01649 -1.13015
C 3.97970 1.32520 -0.17535
C 3.57805 1.84284 1.18217
C 3.85561 3.14636 1.56933
C 3.42532 3.61967 2.79735
C 2.70166 2.79843 3.64369
C 2.41552 1.49799 3.26164
C 2.85157 1.02300 2.03886
N -0.26147 1.02943 0.03331
C -1.11678 0.79286 1.16387
C -2.31423 -0.08905 0.83772
O -2.90366 -0.75811 1.64307
O -2.62878 -0.00895 -0.45506
C -3.70120 -0.81475 -0.90969
C -3.40375 -2.31618 -0.92180
O -4.27855 -3.11182 -1.14197
C -2.01209 -2.70441 -0.57153
C -1.83683 -3.58492 0.49401
C -0.56866 -3.91883 0.92861
C 0.54169 -3.38505 0.29404
C 0.38925 -2.54110 -0.79253
C -0.88499 -2.20606 -1.22235
Cl -1.05515 -1.21069 -2.62631
H 0.57020 1.32625 -2.42922
H 0.53376 3.11510 -2.41305
H 2.42000 3.10740 -0.98157
H 4.61032 2.04374 -0.69895
H 4.50673 0.37449 -0.08789
H 4.42113 3.79433 0.91351
H 3.65303 4.63380 3.09018
H 2.36111 3.17002 4.59820
H 1.85119 0.85349 3.91947
H 2.62745 0.01004 1.73638
H 0.29702 0.26457 -0.32451
H -0.56396 0.33895 1.99047
H -1.50241 1.76886 1.48387
H -4.58528 -0.66725 -0.27783
H -3.92539 -0.47803 -1.92459
H -2.71363 -3.97843 0.98406
H -0.44761 -4.59279 1.76241
H 1.53497 -3.63410 0.63502
H 1.24816 -2.12716 -1.29623

Atoms 1-2, force components in eV/Å:
-0.26 0.35 -0.01
0.40 -0.11 -0.36

Partial charges, Mulliken, in e:
1. O -0.698
2. C 0.796
3. C -0.855
4. N -0.074
5. C 0.545
6. O -0.610
7. C -1.298
8. C 0.486
9. C -0.332
10. C -0.553
11. C -0.477
12. C -0.683
13. C -0.193
14. N 0.594
15. C -0.799
16. C 0.682
17. O -0.619
18. O -0.249
19. C -0.603
20. C 0.196
21. O -0.574
22. C 0.247
23. C -0.407
24. C -0.704
25. C -0.645
26. C -0.658
27. C 0.943
28. Cl -0.178
29. H 0.196
30. H 0.399
31. H 0.307
32. H 0.421
33. H 0.319
34. H 0.389
35. H 0.389
36. H 0.397
37. H 0.426
38. H 0.467
39. H -0.220
40. H 0.209
41. H 0.416
42. H 0.355
43. H 0.356
44. H 0.443
45. H 0.409
46. H 0.449
47. H 0.591

***

Record 3
Below is a molecular structure, C20H19ClN4O3S2, with properties calculated with ωB97M-V with the def2-TZVPD basis set.

Calculated values
* molecular weight: 462.98 g/mol
* charge: 0

Positions of all 49 atoms, in Å:
C 0.19543 4.22895 1.17045
H -0.58671 4.23660 0.25414
H 0.91454 5.08031 0.89659
H -0.31586 4.36394 2.06548
C 0.86851 3.17377 0.95663
N 0.12508 1.88707 1.27822
C -0.47617 1.45774 2.59300
O -0.19827 2.19107 3.35183
C -1.11066 0.31535 2.13270
C -1.01823 -0.10959 0.65336
C 0.18141 0.96268 0.20310
O 0.58930 1.17902 -0.93429
H -0.67168 -0.97243 0.45044
C -2.19224 -0.08965 -0.13599
C -3.09460 1.25004 0.20915
C -3.27814 1.34526 1.72364
C -2.78380 0.42979 2.60606
H -3.19042 -0.52004 2.67467
H -2.55495 0.83416 3.44582
H -3.78397 2.14429 2.04485
H -3.50378 1.87812 -0.50306
H -2.72411 -1.00032 0.22084
H -1.91464 -0.04285 -1.16753
H -0.66452 -0.65140 2.96064
C 2.29063 3.17471 1.96018
O 2.38524 3.91650 2.78250
N 2.58828 1.85883 2.29967
C 2.88451 0.74446 1.32923
N 2.17257 -0.38634 1.75268
N 2.24092 -1.28562 0.63948
C 3.02711 -0.73626 -0.47795
S 3.21150 -1.48359 -1.94474
C 2.23385 -3.14243 -1.61217
C 0.84059 -3.04714 -2.41413
C 0.53199 -4.22065 -3.08302
C -0.38364 -4.38116 -3.90181
C -1.35421 -3.05132 -4.09134
C -0.99373 -2.18625 -3.09902
C 0.19880 -1.98087 -2.50655
H 0.57968 -1.07473 -1.88817
H -1.71816 -1.26646 -3.30159
Cl -2.71564 -3.27514 -4.64123
H -0.87318 -5.13163 -4.30461
H 1.08302 -5.09368 -2.98858
H 2.92565 -3.83918 -1.82619
H 1.88163 -3.17775 -0.64162
S 3.36316 0.82837 -0.22332
H 3.17801 1.65254 3.06223
H 1.60990 3.01291 -0.03067

Atoms 1-2, force components in eV/Å:
-5.42 10.75 -4.22
1.03 0.52 2.09

Partial charges, Mulliken, in e:
1. C -1.184
2. H 0.227
3. H 0.353
4. H 0.336
5. C 0.120
6. N 0.628
7. C 0.085
8. O -0.406
9. C -0.029
10. C -0.661
11. C -0.188
12. O -0.700
13. H 1.497
14. C -0.962
15. C -0.750
16. C -0.255
17. C -1.673
18. H 0.502
19. H 0.706
20. H 0.539
21. H 0.594
22. H 0.460
23. H 0.310
24. H 0.260
25. C 0.210
26. O -0.465
27. N -0.050
28. C 0.427
29. N -0.509
30. N -0.301
31. C 0.558
32. S -0.178
33. C -1.213
34. C 1.439
35. C -1.212
36. C -0.773
37. C 0.151
38. C -0.668
39. C 0.874
40. H -0.318
41. H 0.129
42. Cl -0.271
43. H 0.543
44. H 0.382
45. H 0.678
46. H 0.483
47. S -0.269
48. H 0.325
49. H 0.218

***

Record 4
Below is a molecular structure, C20H19Co2N2O8, with properties calculated with ωB97M-V with the def2-TZVPD basis set.

Calculated values
* molecular weight: 533.24 g/mol
* charge: +1
* energy relative to the best compared isomer or geometry (same formula, charge and spin): 35.29 kcal per mole

Positions of all 51 atoms, in Å:
O 4.82537 -1.76438 -1.06550
C 3.89893 -2.42513 -1.06304
Co 2.37282 -3.41555 -1.03003
C 2.65718 -5.11122 -1.62131
O 2.83039 -6.17410 -1.98705
C 1.88724 -3.43733 0.69011
O 1.55046 -3.38896 1.77578
C 0.58721 -3.05662 -1.96395
C 1.33570 -1.81249 -1.82632
C 1.15767 -0.98326 -0.61738
C 1.80268 0.23003 -0.44811
C 1.98693 0.79957 0.84460
C 2.68630 1.96483 0.99869
C 3.21128 2.62069 -0.10925
C 3.03496 2.10379 -1.38339
C 2.35485 0.93043 -1.55864
Co 1.24362 -2.40526 -3.78865
C -0.17471 -1.51699 -4.44159
O -1.06915 -0.93092 -4.83199
C 1.51848 -4.06843 -4.52602
O 1.69340 -5.09688 -4.98107
C 2.72348 -1.39712 -4.10995
O 3.63034 -0.73051 -4.27798
H -0.48929 -2.92871 -1.83302
H 0.66971 -1.44008 0.22702
H 1.61992 0.26597 1.70499
H 2.87726 2.34463 1.99237
H 3.78148 3.52285 0.02983
H 3.45865 2.61298 -2.23918
H 2.23513 0.52568 -2.55162
C -4.00948 0.47368 3.02503
C -3.22658 1.79448 3.05738
C -4.09278 2.95951 2.55982
C -2.79527 2.06976 4.49535
O -2.02064 1.68523 2.25052
C -2.25786 1.30580 0.95624
N -1.15276 1.08313 0.15301
N -1.36625 1.05559 -1.20844
O -3.36194 1.14953 0.46542
H -3.37438 -0.34800 3.35265
H -4.88723 0.52609 3.66826
H -4.33746 0.24260 2.01263
H -3.53289 3.89338 2.59445
H -4.40162 2.80180 1.52699
H -4.98376 3.06241 3.17886
H -2.22872 2.99452 4.54768
H -3.66436 2.14877 5.14290
H -2.15900 1.26543 4.85322
H -0.28859 1.56572 0.38498
H -2.15487 0.46640 -1.44174
H -1.60184 1.96665 -1.58355

Atoms 1-2, force components in eV/Å:
-1.20 -0.55 -0.04
2.08 0.37 0.14

Partial charges, Mulliken, in e:
1. O -0.247
2. C 0.328
3. Co -0.027
4. C 0.266
5. O -0.231
6. C 0.307
7. O -0.232
8. C -0.462
9. C 0.676
10. C -0.685
11. C 0.799
12. C -0.390
13. C -0.654
14. C -0.426
15. C -0.858
16. C -0.223
17. Co -0.121
18. C 0.113
19. O -0.221
20. C 0.258
21. O -0.210
22. C 0.133
23. O -0.234
24. H 0.331
25. H 0.807
26. H 0.497
27. H 0.460
28. H 0.439
29. H 0.455
30. H 0.353
31. C -1.588
32. C 1.642
33. C -1.560
34. C -1.674
35. O -0.418
36. C 0.643
37. N 0.000
38. N -0.595
39. O -0.651
40. H 0.366
41. H 0.454
42. H 0.366
43. H 0.379
44. H 0.345
45. H 0.425
46. H 0.407
47. H 0.397
48. H 0.400
49. H 0.177
50. H 0.253
51. H 0.232

***

Number 1: maximum force 0.48 eV/A, frontier orbital gap 8.05 eV, DFT total energy -4182.105425 Ha. Number 2: maximum force 0.70 eV/A, frontier orbital gap 9.85 eV, DFT total energy -1719.504464 Ha. Number 3: maximum force 16.06 eV/A, frontier orbital gap 8.58 eV, DFT total energy -2474.222564 Ha. Number 4: maximum force 5.31 eV/A, frontier orbital gap 6.34 eV, DFT total energy -4250.098456 Ha.